{"formula": "C4H10NO", "method": "ωB97M-V/def2-TZVPD", "species": ["O", "H", "H", "C", "H", "H", "C", "C", "H", "H", "N", "H", "H", "H", "C", "H"], "coordinates": [[0.4705, -2.1583, 1.3615], [0.6379, 0.3171, 1.7979], [-1.5312, -0.7128, 1.0956], [-0.0403, 1.1911, -1.2833], [0.7996, 2.0236, 1.3910], [0.7410, 0.5861, -1.7589], [0.7527, 1.0057, 0.9656], [-0.9152, -0.5308, 0.1986], [-1.6754, -0.6848, -0.5727], [-0.9561, 1.2375, -1.8708], [-0.3570, 0.7885, 0.0667], [0.3954, 2.1966, -1.1739], [-0.7764, -2.5713, -0.2509], [1.7293, 0.8378, 0.4895], [-0.0404, -1.8269, 0.1608], [0.7656, -1.6992, -0.6170]], "lowdin_charge": [-0.3831, 0.0700, 0.1041, -0.1396, 0.0643, 0.0701, -0.1320, -0.2578, 0.0805, 0.0697, -0.2858, 0.0716, 0.0646, 0.0770, -0.5478, 0.0742], "homo_lumo_gap_ev": 6.16, "spin_multiplicity": 1, "smiles": "CN(C)CC[O-]", "charge": -1, "e_homo_ev": -2.04, "de_lowest_kj_mol": 107.2}